22
Properties=species:S:1:pos:R:3 method="wB97M-V/def2-TZVPD" relative_energy_ev=1.157 orbital_gap_ev=12.085 smiles=CC(C)C.CC max_force_ev_per_a=2.78
C 0.47709 1.76367 1.22795
C 1.75175 0.94815 0.78037
C 1.25278 -0.47947 0.37459
C 2.23819 1.67650 -0.49676
H 0.43953 1.60870 2.30987
H -0.38692 1.13648 0.97883
H 0.27093 2.73273 0.79386
H 2.40566 0.86518 1.64760
H 0.62650 -0.19919 -0.46662
H 2.08139 -1.11902 0.09011
H 0.65063 -0.90943 1.17284
H 2.20477 2.76148 -0.42040
H 3.18431 1.33517 -0.90139
H 1.45104 1.48608 -1.24043
C -2.56287 -2.43900 -0.56123
C -2.10852 -0.96667 -0.87635
H -3.62599 -2.38713 -0.37735
H -2.26116 -3.08520 -1.38509
H -1.96414 -2.83296 0.26226
H -1.29526 -0.67562 -0.23425
H -2.90499 -0.23970 -0.72791
H -1.92470 -0.98073 -1.95048